[1]
152
Properties=species:S:1:pos:R:3:lowdin_charge:R:1 method="wB97M-V/def2-TZVPD" smiles="CCCCCCCO[C@@H](C)[C@@H](CC[C@H](C)CCC=C(C)C)OCPP(=O)(O)O.c1cc[nH]c1.c1cc[nH]c1.c1cc[nH]c1.c1cc[nH]c1.c1cc[nH]c1.c1cc[nH]c1.c1cc[nH]c1.c1cc[nH]c1" gap_ha=0.268 homo_ev=-7.2054
C -5.104 -3.454 -1.966 -0.1106
C -4.338 -2.248 -2.650 -0.2550
C -5.211 -0.949 -2.695 -0.2179
C -5.410 -0.355 -1.251 -0.1905
C -4.044 -0.057 -0.515 -0.2227
C -3.711 -1.202 0.533 -0.1529
C -2.553 -0.678 1.454 -0.1945
O -1.647 0.132 0.674 -0.1885
C -0.417 0.218 1.386 -0.3266
C 0.544 -1.017 1.184 -0.0200
C 0.309 1.621 1.187 -0.2633
C 1.280 1.677 -0.032 -0.1206
C 0.797 0.996 -1.364 -0.1885
C 1.801 -0.049 -1.955 -0.3439
C 3.282 0.497 -2.100 -0.0773
C 1.338 -0.712 -3.305 -0.1672
C 0.292 0.104 -4.129 -0.1948
C 0.900 1.423 -4.750 -0.0936
C 0.026 2.424 -5.232 -0.2983
C -0.857 2.024 -6.484 -0.0619
C -0.132 3.828 -4.604 -0.0789
O -0.690 2.622 1.347 -0.1878
C -0.956 3.496 0.279 -0.4035
P -2.123 2.760 -1.045 0.9458
P -3.479 4.357 -1.708 0.3720
O -4.640 3.766 -2.471 -0.3676
O -2.570 5.456 -2.583 -0.2131
O -3.983 5.104 -0.308 -0.2002
H -4.967 -3.454 -0.857 0.0558
H -4.687 -4.402 -2.373 0.0678
H -6.194 -3.353 -2.188 0.0757
H -4.150 -2.545 -3.711 0.1002
H -3.348 -2.077 -2.166 0.0888
H -6.226 -1.148 -3.113 0.1053
H -4.728 -0.178 -3.348 0.1080
H -5.997 0.590 -1.315 0.0930
H -5.956 -1.111 -0.637 0.0983
H -4.068 0.883 0.086 0.0820
H -3.253 -0.005 -1.296 0.0797
H -4.598 -1.412 1.171 0.1142
H -3.396 -2.121 -0.007 0.0928
H -2.035 -1.513 1.981 0.1210
H -2.998 0.011 2.224 0.1275
H -0.683 0.208 2.480 0.1395
H 0.410 -1.511 0.197 0.0867
H 0.308 -1.741 2.004 0.0811
H 1.586 -0.678 1.368 0.0805
H 0.967 1.690 2.097 0.1570
H 2.208 1.131 0.280 0.1055
H 1.638 2.704 -0.279 0.1174
H -0.206 0.513 -1.317 0.0971
H 0.706 1.812 -2.132 0.0870
H 1.863 -0.879 -1.205 0.1052
H 3.339 1.590 -2.289 0.0824
H 3.773 -0.047 -2.941 0.0631
H 3.836 0.176 -1.184 0.0700
H 2.170 -0.983 -3.992 0.1079
H 0.843 -1.682 -3.034 0.1130
H -0.109 -0.483 -5.002 0.1105
H -0.613 0.386 -3.540 0.0937
H 1.993 1.614 -4.813 0.1049
H -1.233 2.909 -7.032 0.0739
H -1.681 1.366 -6.101 0.0765
H -0.212 1.371 -7.113 0.0737
H -0.195 3.822 -3.495 0.0340
H 0.705 4.536 -4.857 0.0849
H -1.070 4.322 -4.961 0.0732
H -0.082 4.032 -0.159 0.0944
H -1.582 4.322 0.715 0.0815
H -1.398 2.451 -2.230 -0.0834
H -3.139 5.779 -3.299 0.0667
H -4.935 4.965 -0.211 0.0669
C 6.878 0.650 -3.021 -0.1161
C 6.735 0.134 -4.334 -0.1093
C 7.778 -0.731 -4.550 -0.1310
N 8.547 -0.753 -3.417 0.0059
C 8.002 0.083 -2.479 -0.1458
H 6.230 1.357 -2.528 0.0866
H 5.956 0.369 -5.041 0.0921
H 8.039 -1.329 -5.407 0.1091
H 9.380 -1.299 -3.297 0.1121
H 8.462 0.202 -1.510 0.0961
C -2.973 5.310 5.183 -0.1123
C -3.458 4.099 5.738 -0.1099
C -3.045 3.081 4.917 -0.1512
N -2.334 3.630 3.887 0.0171
C -2.280 4.987 4.042 -0.1426
H -3.114 6.305 5.574 0.0883
H -4.044 3.986 6.637 0.0915
H -3.196 2.016 4.976 0.0873
H -1.913 3.113 3.130 0.1132
H -1.757 5.605 3.330 0.1034
C -6.878 1.717 6.522 -0.1060
C -6.741 0.941 7.701 -0.1049
C -5.725 0.046 7.486 -0.1426
N -5.246 0.250 6.220 -0.0146
C -5.941 1.270 5.627 -0.1603
H -7.584 2.514 6.349 0.0915
H -7.321 1.029 8.606 0.0905
H -5.304 -0.716 8.121 0.1057
H -4.500 -0.269 5.792 0.1347
H -5.708 1.587 4.624 0.1043
C 13.343 -4.104 -2.788 -0.1076
C 13.467 -2.796 -3.321 -0.1082
C 12.312 -2.120 -3.021 -0.1488
N 11.494 -2.974 -2.328 -0.0080
C 12.117 -4.184 -2.178 -0.1368
H 14.071 -4.897 -2.843 0.0924
H 14.307 -2.395 -3.864 0.0926
H 12.003 -1.110 -3.239 0.1029
H 10.580 -2.749 -1.983 0.1183
H 11.636 -4.993 -1.654 0.1069
C -5.528 -3.507 6.126 -0.1149
C -5.991 -4.828 5.898 -0.1139
C -6.931 -4.764 4.901 -0.1420
N -7.055 -3.455 4.522 0.0074
C -6.200 -2.682 5.260 -0.1423
H -4.785 -3.197 6.844 0.0847
H -5.672 -5.724 6.406 0.0896
H -7.521 -5.534 4.431 0.1050
H -7.676 -3.113 3.812 0.1443
H -6.146 -1.619 5.106 0.0824
C 8.651 -1.002 3.414 -0.0976
C 9.695 -1.293 2.498 -0.1002
C 9.126 -1.419 1.257 -0.1510
N 7.775 -1.220 1.389 -0.0212
C 7.480 -0.960 2.701 -0.1377
H 8.748 -0.841 4.475 0.0947
H 10.744 -1.397 2.723 0.0946
H 9.562 -1.634 0.295 0.0899
H 7.107 -1.258 0.639 0.1354
H 6.466 -0.771 3.013 0.1103
C 4.456 -5.045 2.196 -0.1148
C 5.555 -5.906 2.442 -0.1129
C 6.690 -5.243 2.049 -0.1349
N 6.318 -4.017 1.572 0.0069
C 4.958 -3.885 1.662 -0.1486
H 3.415 -5.251 2.389 0.0889
H 5.518 -6.899 2.861 0.0897
H 7.727 -5.537 2.068 0.1061
H 6.946 -3.319 1.211 0.1026
H 4.467 -2.982 1.338 0.0975
C -7.972 2.615 -2.760 -0.1139
C -8.994 1.901 -3.436 -0.1115
C -10.197 2.408 -3.015 -0.1470
N -9.941 3.398 -2.106 -0.0047
C -8.587 3.534 -1.949 -0.1404
H -6.907 2.473 -2.857 0.0686
H -8.862 1.105 -4.152 0.0878
H -11.210 2.150 -3.281 0.1026
H -10.637 3.941 -1.630 0.1406
H -8.180 4.270 -1.275 0.1004

[2]
98
Properties=species:S:1:pos:R:3:mulliken_spin:R:1 method="wB97M-V/def2-TZVPD" e_above_lowest_kj_mol=366.8 spin_multiplicity=4 gap_ha="0.270 / 0.197" homo_ev="-8.1511 / -8.3018"
Re 1.296 0.959 -1.626 1.7329
C -3.968 -4.806 0.187 0.0113
C -4.533 -3.642 -0.644 0.0125
C -5.545 -2.846 0.195 0.0132
C -5.259 -4.230 -1.856 0.0030
C -3.392 -2.715 -1.037 0.0764
C -2.592 -2.154 -0.050 -0.0571
C -1.537 -1.315 -0.355 0.0917
Se -0.401 -1.030 1.175 0.0309
C 0.032 0.757 1.774 -0.0002
C -0.725 1.242 2.830 0.0040
C -0.288 2.346 3.539 0.0113
C 0.940 2.893 3.166 -0.0075
C 1.740 2.417 2.137 0.0214
C 1.263 1.312 1.384 0.0077
O 1.930 0.809 0.340 0.1538
C 3.055 3.132 1.805 -0.0076
C 4.217 2.132 1.695 0.0014
C 3.446 4.155 2.877 -0.0010
C 2.881 3.883 0.474 -0.0029
C -1.057 2.938 4.717 0.0000
C -0.216 2.787 5.994 0.0005
C -1.333 4.425 4.450 0.0005
C -2.398 2.236 4.938 -0.0002
C -1.217 -1.026 -1.717 0.0777
O -0.192 -0.322 -2.067 0.3467
C -2.075 -1.568 -2.751 0.0703
C -3.114 -2.387 -2.369 -0.0101
C -1.867 -1.226 -4.228 -0.0062
C -2.890 -1.953 -5.108 -0.0005
C -2.066 0.289 -4.423 0.0247
C -0.479 -1.654 -4.741 0.0255
H -4.766 -5.507 0.436 0.0007
H -3.519 -4.459 1.118 -0.0012
H -3.205 -5.343 -0.380 0.0001
H -6.375 -3.488 0.493 0.0004
H -5.946 -2.013 -0.386 0.0000
H -5.083 -2.442 1.097 0.0000
H -6.061 -4.884 -1.512 0.0000
H -4.583 -4.824 -2.474 -0.0001
H -5.710 -3.449 -2.470 0.0001
H -2.775 -2.365 0.995 -0.0018
H -1.637 0.726 3.093 -0.0025
H 1.296 3.748 3.724 -0.0003
H 4.350 1.601 2.641 -0.0002
H 5.142 2.667 1.467 -0.0009
H 4.028 1.411 0.909 -0.0103
H 3.514 3.697 3.865 -0.0002
H 2.749 4.994 2.917 -0.0001
H 4.430 4.556 2.629 0.0005
H 2.624 3.196 -0.330 0.0176
H 3.808 4.395 0.207 0.0003
H 2.086 4.626 0.564 0.0005
H 0.743 3.298 5.902 -0.0001
H -0.023 1.731 6.193 0.0000
H -0.744 3.208 6.852 0.0000
H -0.410 5.002 4.373 0.0000
H -1.925 4.850 5.264 0.0000
H -1.887 4.548 3.518 0.0001
H -2.260 1.182 5.185 0.0001
H -3.035 2.313 4.055 -0.0001
H -2.921 2.705 5.773 0.0000
H -3.738 -2.806 -3.143 -0.0071
H -3.918 -1.681 -4.859 0.0010
H -2.775 -3.037 -5.032 0.0008
H -2.716 -1.673 -6.147 -0.0002
H -3.072 0.581 -4.113 -0.0028
H -1.941 0.539 -5.477 -0.0006
H -1.339 0.864 -3.856 -0.0083
H -0.294 -2.708 -4.516 -0.0012
H 0.319 -1.058 -4.326 -0.0143
H -0.442 -1.527 -5.824 -0.0006
C 2.930 -3.968 2.028 -0.0008
C 3.144 -3.047 0.862 0.0065
C 2.375 -3.176 -0.291 -0.0105
C 2.497 -2.268 -1.327 -0.0021
C 3.430 -1.244 -1.218 0.0650
C 4.269 -1.151 -0.118 -0.0021
C 4.110 -2.043 0.923 0.0015
S 3.614 -0.131 -2.577 0.0027
O 4.991 -0.167 -2.969 0.0063
O 2.608 -0.536 -3.540 0.0204
N 3.204 1.426 -2.113 0.0970
C 3.339 2.290 -3.264 0.0217
C 2.096 2.043 -4.248 -0.0015
O 2.244 2.295 -5.418 0.0342
O 1.047 1.633 -3.612 0.0571
H 1.947 -4.435 1.973 0.0001
H 2.999 -3.416 2.966 0.0001
H 3.688 -4.754 2.041 0.0005
H 1.654 -3.981 -0.364 -0.0001
H 1.906 -2.364 -2.228 0.0041
H 5.040 -0.392 -0.099 -0.0038
H 4.740 -1.957 1.800 -0.0002
H 4.240 2.112 -3.847 0.0004
H 3.254 3.337 -2.972 -0.0038
O -0.923 2.772 -0.562 0.1091
C -0.092 2.108 -0.953 0.0051

[3]
44
Properties=species:S:1:pos:R:3:nbo_charge:R:1 method="wB97M-V/def2-TZVPD" smiles="CCOc1ccc(N(CC(=O)Nc2cccc(Br)c2)S(C)(=O)=O)cc1" gap_ha=0.315 homo_ev=-8.0199
C 6.972 2.775 -0.045 -0.6380
C 5.942 3.541 0.781 -0.0618
O 4.977 2.695 1.371 -0.4953
C 3.974 2.176 0.608 0.2910
C 3.720 2.475 -0.727 -0.2886
C 2.652 1.895 -1.387 -0.2517
C 1.810 0.991 -0.745 0.1982
N 0.732 0.431 -1.442 -0.6776
C -0.230 -0.382 -0.746 -0.3492
C 0.361 -1.712 -0.304 0.6828
O 1.343 -2.191 -0.832 -0.6182
N -0.221 -2.361 0.744 -0.6345
C -1.324 -2.042 1.541 0.2418
C -1.266 -2.350 2.901 -0.2662
C -2.336 -2.067 3.729 -0.1729
C -3.482 -1.479 3.223 -0.2603
C -3.540 -1.201 1.869 -0.0393
Br -5.120 -0.427 1.142 0.0666
C -2.484 -1.479 1.018 -0.3104
S 0.849 0.148 -3.103 2.3145
C 2.361 -0.807 -3.343 -0.8752
O -0.290 -0.650 -3.448 -0.9496
O 0.993 1.401 -3.783 -0.9407
C 2.059 0.702 0.596 -0.2586
C 3.120 1.286 1.256 -0.2270
H 6.499 2.265 -0.881 0.2117
H 7.463 2.031 0.577 0.2153
H 7.720 3.464 -0.429 0.2151
H 5.459 4.320 0.179 0.1695
H 6.435 4.021 1.631 0.1933
H 4.337 3.172 -1.272 0.2188
H 2.454 2.162 -2.411 0.2495
H -1.014 -0.584 -1.481 0.2830
H -0.647 0.174 0.099 0.2331
H 0.315 -3.165 1.054 0.4124
H -0.376 -2.808 3.304 0.2173
H -2.277 -2.304 4.780 0.2237
H -4.319 -1.251 3.864 0.2331
H -2.579 -1.288 -0.037 0.2363
H 3.204 -0.173 -3.105 0.2445
H 2.379 -1.107 -4.382 0.2506
H 2.309 -1.663 -2.683 0.2807
H 1.431 0.018 1.144 0.2087
H 3.308 1.062 2.295 0.2234